Formula: C3H4N2S2
Source: the OMol25 dataset
Level of theory: ωB97M-V/def2-TZVPD

```
11
Properties=species:S:1:pos:R:3:nbo_charge:R:1
C -0.369 0.682 -0.821 0.132
C -0.541 0.739 0.706 -0.598
C -0.675 -0.573 1.421 0.295
H 1.458 -1.683 0.546 0.135
H 0.611 -0.594 -2.184 0.430
H -1.306 1.465 0.983 0.282
H 0.382 1.223 1.017 0.274
N 0.600 -0.279 -1.175 -0.769
N -0.768 -1.663 1.733 -0.316
S 1.995 -0.772 -0.316 0.193
S -1.385 1.455 -1.910 -0.056
```

Properties
- Electronic energy: -27825.185 eV
- Charge: 0
- HOMO energy: -9.1903 eV
- Energy above the lowest of the compared OMol25 structures with the same formula, charge and spin: 37.0 kcal/mol
- Strongest force on any atom: 2.981 eV Å⁻¹
- SMILES: N#CCC(=S)NS

---

Formula: C3H4N2S3
Source: the OMol25 dataset
Level of theory: ωB97M-V/def2-TZVPD

```
12
Properties=species:S:1:pos:R:3:nbo_charge:R:1
C -1.619 -0.304 -0.144 -0.334
C 2.017 0.121 0.251 -0.359
C -0.483 0.143 -0.883 -0.493
N 1.314 1.225 0.656 -0.072
N 0.251 1.602 0.357 0.097
S -2.945 0.641 -0.037 -0.014
S 0.921 -0.802 -1.060 0.194
S -1.419 -1.843 0.634 0.104
H 3.082 0.494 -0.105 0.248
H 2.281 -0.573 0.937 0.235
H -0.787 0.871 -1.654 0.256
H -2.612 -1.574 1.047 0.138
```

Properties
- Electronic energy: -38658.436 eV
- Charge: 0
- HOMO energy: -8.6130 eV
- Energy above the lowest of the compared OMol25 structures with the same formula, charge and spin: 64.3 kcal/mol
- Strongest force on any atom: 4.644 eV Å⁻¹

---

Formula: C3H4N3
Source: the OMol25 dataset
Level of theory: ωB97M-V/def2-TZVPD

```
10
Properties=species:S:1:pos:R:3:nbo_charge:R:1
C -0.903 0.748 -0.253 -0.531
C -1.093 -0.554 -0.176 0.593
C 0.425 1.211 0.046 0.116
N 1.361 0.386 0.194 0.001
N -1.181 -1.682 0.116 -0.503
N 1.765 -0.568 0.723 -0.152
H -1.614 1.336 -0.936 0.320
H 2.579 -1.001 0.265 0.375
H 1.001 2.160 0.083 0.293
H -1.721 -2.512 0.293 0.488
```

Properties
- Electronic energy: -7634.460 eV
- Charge: +1
- HOMO energy (alpha / beta): -13.8618 / -13.8617 eV
- Energy above the lowest of the compared OMol25 structures with the same formula, charge and spin: 42.6 kcal/mol
- Strongest force on any atom: 4.655 eV Å⁻¹
- SMILES: [H]/N=N/C=C\C#[NH+]

---

Formula: C3H4N3
Source: the OMol25 dataset
Level of theory: ωB97M-V/def2-TZVPD

```
10
Properties=species:S:1:pos:R:3:nbo_charge:R:1
C 0.786 2.815 1.882 -0.074
C 0.119 2.007 1.290 0.042
C -0.178 -1.861 -1.257 -0.479
N -0.769 0.797 0.976 -0.046
N -0.572 -0.627 -0.829 0.063
N -0.529 0.077 0.081 0.391
H 1.651 3.323 2.228 0.275
H 0.725 -2.121 -0.842 0.253
H -0.181 -1.974 -2.352 0.286
H -1.051 -2.434 -1.176 0.289
```

Properties
- Electronic energy: -7631.642 eV
- Charge: +1
- HOMO energy: -15.3467 eV
- Energy above the lowest of the compared OMol25 structures with the same formula, charge and spin: 107.5 kcal/mol
- Strongest force on any atom: 5.022 eV Å⁻¹
- SMILES: C#CN=[N+]=NC

---

Formula: C3H4N3O2
Source: the OMol25 dataset
Level of theory: ωB97M-V/def2-TZVPD

```
12
Properties=species:S:1:pos:R:3:nbo_charge:R:1
C 1.802 -0.859 -0.096 0.304
C 0.143 1.141 0.065 0.652
C 0.521 -0.577 0.535 -0.303
N 2.842 -1.032 -0.538 -0.393
N -0.645 1.227 -0.979 -0.999
N -0.580 -1.417 0.043 -0.324
O -1.733 -0.926 0.606 -0.602
O 0.742 1.997 0.756 -0.747
H 0.513 -0.398 1.636 0.251
H -1.924 -0.181 0.035 0.475
H -1.048 2.198 -1.177 0.345
H -0.633 -1.174 -0.888 0.342
```

Properties
- Electronic energy: -11740.063 eV
- Charge: -1
- HOMO energy: -4.2466 eV
- Energy above the lowest of the compared OMol25 structures with the same formula, charge and spin: 47.0 kcal/mol
- Strongest force on any atom: 3.640 eV Å⁻¹
- SMILES: [H]/N=C(\[O-])[C@H](C#N)NO

---

Formula: C3H4N3O5
Source: the OMol25 dataset
Level of theory: ωB97M-V/def2-TZVPD

```
15
Properties=species:S:1:pos:R:3:nbo_charge:R:1
C 0.240 -1.074 0.470 0.664
C 0.229 1.800 -0.085 -0.141
C -0.197 1.170 -1.347 -0.112
N -0.151 -0.136 1.262 -0.231
N 0.249 -2.485 1.197 0.529
N -0.878 1.313 -2.301 0.356
O -0.075 -2.421 2.342 -0.325
O -1.430 1.203 -3.309 -0.178
O 0.551 -3.388 0.509 -0.223
O 0.601 -1.138 -0.731 -0.548
O -0.378 1.199 1.058 -0.274
H 1.324 1.780 0.008 0.239
H -0.121 2.837 -0.022 0.276
H 0.429 -0.247 -1.283 0.491
H -0.393 -0.413 2.231 0.479
```

Properties
- Electronic energy: -17867.068 eV
- Charge: +1
- HOMO energy: -15.4735 eV
- Energy above the lowest of the compared OMol25 structures with the same formula, charge and spin: 0.0 kcal/mol
- Strongest force on any atom: 1.815 eV Å⁻¹
- SMILES: O=[N+]([O-])/C(O)=[NH+]/OCC#[N+][O-]

---

Which formula does entry 4 have?
C3H4N3

---

Among the records above, which one has the highest electronic energy?
number 4